(1)
Here is 2 unconnected molecules or ions with the total composition C4H13NO2 at a distorted geometry from the Open Molecules 2025 dataset. Energies are from ωB97M-V with the def2-TZVPD basis set.

2S+1: 1

Last column: Löwdin charge in e.
Atoms and positions in Å:
C -1.876 -0.191 -1.461  -0.1384
C -1.104 1.040 -0.890  -0.2268
C 0.295 0.655 -0.339  -0.2148
N 0.167 -0.396 0.719  -0.0719
C 0.752 -0.094 2.028  -0.2769
O -0.056 0.897 2.639  -0.0773
H -1.289 -1.137 -1.653  0.0866
H -2.410 -0.023 -2.394  0.0582
H -2.629 -0.547 -0.761  0.0564
H -1.707 1.472 -0.091  0.0857
H -1.204 1.710 -1.858  0.1364
H 0.864 0.259 -1.161  0.0768
H 0.841 1.488 0.161  0.1260
H -0.665 -0.953 0.716  0.0919
H 0.625 -1.077 2.558  0.1277
H 1.745 0.370 1.981  0.1207
H -0.825 1.108 2.108  0.0650
O 3.185 -1.625 -0.945  -0.0586
H 2.911 -1.685 -0.021  0.0258
H 2.381 -1.270 -1.336  0.0076

(2)
Here is a single C5H8INO2 molecule at a distorted geometry from the Open Molecules 2025 dataset. Energies are from ωB97M-V with the def2-TZVPD basis set.

2S+1: 1

Last column: Löwdin charge in e.
Atoms and positions in Å:
C -0.434 -1.727 -1.992  0.0347
C -0.544 -0.821 -1.003  -0.4654
O -0.307 0.485 -1.160  0.0086
C -0.001 1.122 0.194  -0.5265
C 1.516 0.819 0.437  0.0095
O -0.320 2.390 0.254  0.1073
C -0.814 0.121 1.153  -0.1699
N -0.446 -1.194 0.487  -0.5076
I -1.517 -2.791 1.218  0.8308
H -0.464 -1.244 -2.976  0.0712
H -0.743 -2.717 -1.807  0.0040
H 1.691 0.511 1.561  0.1182
H 2.143 1.740 0.287  0.0932
H 1.814 -0.074 -0.110  0.0817
H 0.450 2.963 0.152  0.1232
H -0.208 0.085 2.075  0.1082
H -1.817 0.332 1.230  0.0789

(3)
Here is 2 unconnected molecules or ions with the total composition C2H10N4O2 at a distorted geometry from the Open Molecules 2025 dataset. Energies are from ωB97M-V with the def2-TZVPD basis set.

2S+1: 1

Last column: Löwdin charge in e.
Atoms and positions in Å:
C -2.692 -0.122 1.037  -0.2844
C 4.106 0.295 -0.327  -0.0865
N 0.191 0.345 -0.963  0.0685
N 2.342 -0.817 1.572  0.0467
N 0.615 -0.392 0.140  0.0116
N 1.819 -0.303 0.509  -0.3034
O -3.087 -0.996 0.137  -0.1157
O 2.712 0.313 -0.444  -0.1091
H -1.829 -0.327 1.607  0.0507
H -3.607 0.308 1.564  0.0919
H -2.472 0.879 0.503  0.0951
H 4.285 -0.310 0.522  0.0490
H 4.594 1.310 -0.191  0.1081
H 4.591 -0.082 -1.207  0.0778
H 0.925 0.445 -1.591  0.0428
H -0.572 0.012 -1.448  0.0494
H -2.955 -1.959 0.363  0.1262
H 1.635 -1.521 1.945  0.0815

(4)
Here is 7 unconnected molecules or ions with the total composition C17H31N2O25S7 at a distorted geometry from the Open Molecules 2025 dataset. Energies are from ωB97M-V with the def2-TZVPD basis set.

2S+1: 1
Net charge: +1

Last column: Löwdin charge in e.
Atoms and positions in Å:
O -3.502 -3.716 -0.168  0.2439
C -2.984 -3.272 -1.099  -0.2949
N -2.455 -2.753 -2.074  0.1744
C -1.010 -2.570 -1.933  -0.2841
C -0.119 -2.842 -3.125  -0.0861
C 1.016 -1.787 -2.927  -0.5906
S 2.730 -2.355 -2.851  0.8392
C 0.523 -0.868 -1.886  0.0148
N -0.594 -1.254 -1.413  0.1935
H -0.664 -3.267 -1.166  0.1641
H -0.576 -2.635 -4.084  0.1299
H 0.200 -3.873 -3.111  0.1201
H 0.960 -1.158 -3.817  0.1307
H 3.171 -1.813 -3.992  -0.1012
H 1.037 0.036 -1.585  0.1228
H -1.164 -0.752 -0.739  0.1862
C 6.076 0.435 -1.697  -0.1480
C 6.075 1.854 -2.220  -0.1263
O 4.675 2.218 -2.222  -0.1746
S 3.942 1.500 -1.011  0.6012
O 3.792 2.385 0.081  -0.1950
O 2.805 0.818 -1.551  -0.2847
O 5.060 0.429 -0.670  -0.1765
H 5.783 -0.277 -2.469  0.1221
H 7.035 0.141 -1.282  0.1066
H 6.479 1.936 -3.223  0.1444
H 6.611 2.532 -1.553  0.1363
C 6.880 -5.813 -0.776  -0.1497
C 5.490 -5.339 -1.145  -0.1618
O 5.483 -3.949 -0.779  -0.2115
S 6.949 -3.331 -0.998  0.5892
O 6.989 -2.672 -2.255  -0.2218
O 7.333 -2.672 0.195  -0.2083
O 7.733 -4.715 -1.128  -0.1761
H 6.971 -5.995 0.296  0.1373
H 7.181 -6.700 -1.325  0.1394
H 4.709 -5.864 -0.604  0.1355
H 5.311 -5.417 -2.220  0.1329
C 9.441 1.569 1.667  -0.1509
C 10.937 1.347 1.599  -0.1504
O 11.139 0.715 0.325  -0.1785
S 10.080 1.274 -0.729  0.5944
O 10.667 2.305 -1.502  -0.2051
O 9.422 0.171 -1.336  -0.2265
O 9.080 1.949 0.328  -0.2012
H 8.909 0.651 1.924  0.1349
H 9.163 2.360 2.357  0.1371
H 11.303 0.698 2.389  0.1383
H 11.487 2.289 1.612  0.1369
C -4.864 -0.122 -0.987  -0.1667
C -5.967 0.792 -1.458  -0.1415
O -5.679 2.043 -0.799  -0.1754
S -4.104 2.231 -0.643  0.5918
O -3.596 3.031 -1.695  -0.2106
O -3.819 2.524 0.716  -0.2232
O -3.688 0.704 -0.942  -0.2227
H -5.064 -0.492 0.021  0.1336
H -4.699 -0.960 -1.659  0.1216
H -6.949 0.432 -1.181  0.0926
H -5.921 0.950 -2.538  0.1431
C -8.138 -1.088 2.813  -0.1465
C -8.407 0.396 2.676  -0.1543
O -8.472 0.603 1.251  -0.1872
S -9.097 -0.686 0.549  0.6060
O -10.475 -0.490 0.303  -0.1906
O -8.209 -1.061 -0.502  -0.2466
O -8.929 -1.694 1.776  -0.1779
H -7.088 -1.327 2.628  0.1287
H -8.436 -1.481 3.780  0.1397
H -7.619 1.011 3.099  0.1319
H -9.361 0.679 3.114  0.1175
C -6.957 4.686 4.301  -0.1575
C -7.816 5.536 3.389  -0.1551
O -9.047 4.803 3.291  -0.1835
S -9.343 4.055 4.673  0.6061
O -10.232 4.827 5.456  -0.1994
O -9.610 2.689 4.385  -0.2276
O -7.871 4.190 5.291  -0.1865
H -6.524 3.838 3.767  0.1278
H -6.168 5.254 4.786  0.1367
H -7.386 5.662 2.401  0.1367
H -8.026 6.513 3.828  0.1368

| no. | frontier orbital gap (eV) | LUMO (Ha) |
| --- | --- | --- |
| 1 | 10.0 | 0.028 |
| 2 | 8.1 | -0.005 |
| 3 | 8.7 | 0.030 |
| 4 | 8.8 | -0.149 |